Below is a 9-piece molecular cluster, H18O9 overall in a non-equilibrium geometry, with properties calculated with ωB97M-V with the def2-TZVPD basis set.

Computed properties:
E_tot = -687.5674 a.u.
2S+1 = 2
Energy above the lowest of the compared OMol25 structures with the same formula, charge and spin = 8.0 kcal/mol
Orbital gap (spin up / spin down) = 11.6 / 3.4 eV
Net charge = +1

Cartesian coordinates (Å):
O: 0.61525 0.60109 -3.04836
H: 1.09231 0.27182 -2.28664
H: 1.21500 1.22636 -3.45527
O: 1.90298 -2.03088 0.55058
H: 1.55256 -2.62172 -0.11602
H: 2.15313 -1.24404 0.06630
O: 2.52048 0.30567 -1.12403
H: 3.42965 0.56080 -1.28075
H: 2.06978 1.12837 -0.93366
O: 2.26869 -0.43462 2.89365
H: 3.02870 -0.78436 2.42857
H: 1.55682 -0.47555 2.25503
O: -3.23261 1.85179 0.72207
H: -2.84210 1.50323 -0.07933
H: -3.43799 1.07718 1.24555
O: -0.09532 1.15549 1.63625
H: -0.98306 1.45781 1.44450
H: 0.09278 1.50139 2.50872
O: -1.97373 0.90567 -1.94728
H: -1.11038 0.89363 -2.36046
H: -2.58818 0.98047 -2.67739
O: -1.59214 -2.19066 1.81023
H: -1.13551 -1.69342 1.13165
H: -2.20351 -2.74812 1.32887
O: -0.78184 -0.78238 -0.16349
H: -1.20855 -0.30763 -0.87677
H: -0.31322 -0.10741 0.32746

Mulliken atomic charge list, values in e, 4 entries:
1 O -0.728
2 H 0.408
3 H 0.304
4 O -0.581

=====

Below is H18O9Xe as an isolated structure, with properties calculated with ωB97M-V with the def2-TZVPD basis set.

Computed properties:
E_tot = -1017.2828 a.u.
Energy above the lowest of the compared OMol25 structures with the same formula, charge and spin = 27.3 kcal/mol
Orbital gap = 9.7 eV

Cartesian coordinates (Å):
Xe: -13.66566 -3.70615 -1.02712
O: -10.99122 -4.42852 -3.10669
H: -10.08541 -4.59052 -3.37028
H: -11.47478 -5.18887 -3.42960
O: -17.82858 -4.50397 0.11267
H: -17.57796 -4.37443 -0.80200
H: -17.21699 -5.16461 0.43785
O: -16.11279 -6.73064 0.05984
H: -16.44174 -6.92458 -0.81788
H: -15.18888 -6.97915 0.03022
O: -10.97808 -1.49573 -1.84042
H: -10.03176 -1.63955 -1.84650
H: -11.35332 -2.36059 -2.00609
O: -11.26927 -3.37236 2.39069
H: -10.69243 -3.37442 1.62683
H: -10.68621 -3.20562 3.13127
O: -17.30019 -4.05992 -2.49565
H: -18.03531 -4.26428 -3.07362
H: -16.72194 -3.51276 -3.02714
O: -9.95621 -4.15201 -0.02101
H: -10.26958 -4.89197 -0.54110
H: -9.63819 -3.52184 -0.66753
O: -12.89177 -2.97287 -4.55234
H: -12.39339 -3.50571 -3.93271
H: -13.75062 -2.86876 -4.14276
O: -15.08858 -1.30119 1.23436
H: -14.17366 -1.16551 1.48090
H: -15.37815 -2.03255 1.77979

Mulliken atomic charge list, values in e, 4 entries:
1 Xe 0.043
2 O -0.605
3 H 0.263
4 H 0.322

=====

Below is H18O9Xe as an isolated structure, with properties calculated with ωB97M-V with the def2-TZVPD basis set.

Computed properties:
E_tot = -1017.2925 a.u.
Energy above the lowest of the compared OMol25 structures with the same formula, charge and spin = 21.3 kcal/mol
Orbital gap = 11.4 eV

Cartesian coordinates (Å):
Xe: 1.89202 -4.82716 -8.15422
O: 0.66637 -4.76511 -4.45732
H: -0.27393 -4.90285 -4.57176
H: 1.03772 -5.64717 -4.43962
O: -1.05662 -4.71668 -10.58374
H: -0.70704 -5.52615 -10.95626
H: -0.54431 -4.02157 -10.99676
O: -0.57262 -7.65076 -7.47408
H: 0.30523 -7.63890 -7.85549
H: -0.64019 -8.50818 -7.05396
O: 4.37896 -4.81185 -10.66637
H: 5.12669 -5.22469 -10.23428
H: 4.07423 -4.15363 -10.04176
O: -0.29428 -2.17958 -8.90346
H: -0.26812 -2.10601 -9.85747
H: -0.34623 -3.12071 -8.73667
O: 1.35575 -8.37032 -9.69185
H: 1.32553 -9.23138 -9.27485
H: 2.27532 -8.25074 -9.92917
O: 3.23710 -3.13333 -4.75456
H: 3.14681 -2.87370 -3.83768
H: 2.92482 -4.03781 -4.77973
O: 3.96360 -2.43368 -9.24851
H: 3.61877 -2.01404 -10.03669
H: 3.33720 -2.20565 -8.56160
O: 3.51741 -7.44084 -11.34420
H: 2.60527 -7.44136 -11.63444
H: 3.72253 -6.51722 -11.19901

Mulliken atomic charge list, values in e, 4 entries:
1 Xe 0.043
2 O -0.587
3 H 0.287
4 H 0.306

=====

Below is a 10-piece molecular cluster, H19O10 overall in a non-equilibrium geometry, with properties calculated with ωB97M-V with the def2-TZVPD basis set.

Computed properties:
E_tot = -763.8580 a.u.
Energy above the lowest of the compared OMol25 structures with the same formula, charge and spin = 20.4 kcal/mol
Orbital gap = 9.1 eV
Net charge = -1

Cartesian coordinates (Å):
O: -2.20750 -0.80962 -0.32947
H: -1.71686 0.02096 -0.07966
H: -2.42778 -0.71720 -1.25398
O: 1.92308 0.89496 -3.01856
H: 2.40559 1.48832 -2.43153
H: 1.06398 1.31072 -3.19642
O: -2.09534 -2.64158 1.69223
H: -2.45211 -1.82970 1.29761
H: -1.78149 -3.04044 0.87644
O: -1.42257 1.68202 -0.24628
H: -0.55318 1.69746 0.45334
H: -1.83548 2.53662 -0.34353
O: 0.61481 2.02046 1.02993
H: 0.75135 -1.04126 1.35233
H: 0.57829 2.86681 1.47773
O: 2.84681 2.22644 -0.55271
H: 1.94889 2.58891 -0.37374
H: 2.60691 1.43722 -0.04072
O: -0.80771 0.83949 -2.75756
H: -0.63180 0.79746 -1.79547
H: -1.16544 0.04748 -3.15421
O: 1.49130 -0.46668 1.55258
H: 1.34823 0.45254 1.25308
H: 0.37696 -1.11812 3.91430
O: 0.92878 -0.45840 4.33527
H: 1.32097 0.00839 3.59285
O: -0.59024 -3.83547 -1.02356
H: -0.83627 -2.92452 -1.00638
H: 0.31781 -4.03327 -1.22388

Mulliken atomic charge list, values in e, 4 entries:
1 O -0.733
2 H 0.442
3 H 0.220
4 O -0.662

=====

Below is a 9-piece molecular cluster, H19O9 overall in a non-equilibrium geometry, with properties calculated with ωB97M-V with the def2-TZVPD basis set.

Computed properties:
E_tot = -688.3036 a.u.
Energy above the lowest of the compared OMol25 structures with the same formula, charge and spin = 45.9 kcal/mol
Orbital gap = 11.0 eV
Net charge = +1

Cartesian coordinates (Å):
O: -1.68575 3.18531 -0.26234
H: -1.79671 1.13673 -1.41626
H: 0.98460 0.82054 0.92332
O: 2.61524 -1.09920 3.22022
H: 2.53714 -4.02027 0.66295
O: -1.60085 1.97902 -2.65285
H: 3.13888 -1.78643 2.81738
H: -1.10155 2.15097 -3.43147
O: -1.17181 -1.77127 0.67171
H: -1.90118 -1.53319 1.25376
H: -1.75214 -2.22521 0.04254
O: 0.97764 1.43405 2.54035
H: 1.20895 0.71695 3.15188
H: 1.46779 2.11710 3.02131
O: 2.31902 -3.10047 0.80983
H: -1.79513 2.85369 -2.27600
H: 1.99070 -2.66782 0.03423
O: 0.68833 0.22820 0.20006
H: -0.74149 3.21065 -0.32147
H: 0.46842 -0.57403 0.69451
O: -1.69811 0.17968 -0.98170
H: -1.24599 -0.24282 -1.76342
H: -0.80529 0.31161 -0.50637
O: -0.36687 -1.06472 -3.02207
H: -0.94523 -1.29741 -3.75126
H: 0.48123 -1.16643 -3.46780
H: -1.95615 3.53581 0.56784
H: 1.68628 -1.31106 3.24111

Mulliken atomic charge list, values in e, 4 entries:
1 O -0.655
2 H 0.564
3 H 0.428
4 O -0.621

=====

Below is a 9-piece molecular cluster, H19O9 overall in a non-equilibrium geometry, with properties calculated with ωB97M-V with the def2-TZVPD basis set.

Computed properties:
E_tot = -688.2600 a.u.
Energy above the lowest of the compared OMol25 structures with the same formula, charge and spin = 73.3 kcal/mol
Orbital gap = 10.5 eV
Net charge = +1

Cartesian coordinates (Å):
O: -6.23654 -53.94263 23.80338
H: -5.94450 -54.07504 22.69551
H: -6.45093 -54.88631 24.06891
H: -5.40153 -53.42638 24.23972
O: -6.38320 -56.75038 24.89646
H: -7.05612 -56.43836 25.53684
H: -6.43467 -57.67676 24.78062
O: -3.97934 -55.51005 22.66945
H: -3.28844 -56.06198 23.17013
H: -4.02260 -55.76020 21.78391
O: -2.65129 -53.14204 21.22571
H: -3.20624 -53.70040 21.82118
H: -3.36401 -53.03077 20.54695
O: -5.77070 -50.99828 22.92659
H: -5.37523 -50.21831 22.51029
H: -6.52721 -50.93462 23.41408
O: -7.37916 -55.69184 21.88988
H: -7.72416 -55.66834 20.86895
H: -6.97409 -56.49126 21.86066
O: -8.10123 -55.08728 26.35869
H: -8.70899 -55.80078 26.86728
H: -8.92498 -54.51909 26.10418
O: -5.59384 -53.20086 21.30372
H: -5.73835 -52.39247 21.76575
H: -6.19613 -53.50316 20.60685
O: -4.13173 -52.24907 24.49598
H: -4.34470 -51.57848 23.83811
H: -4.10040 -51.81666 25.35356

Mulliken atomic charge list, values in e, 4 entries:
1 O -0.441
2 H 0.536
3 H 0.402
4 H 0.513

=====

Below is one molecule with the formula H2, with properties calculated with ωB97M-V with the def2-TZVPD basis set.

Computed properties:
E_tot = -1.1609 a.u.
Energy above the lowest of the compared OMol25 structures with the same formula, charge and spin = 0.0 kcal/mol
Orbital gap = 17.0 eV
Structure (SMILES) = [H][H]

Cartesian coordinates (Å):
H: 0.12873 0.00044 0.34928
H: -0.12873 -0.00044 -0.34928

Taken from the Mulliken analysis, the atomic charges in e are:
1 H 0.000
2 H 0.000

=====

Below is a 2-piece molecular cluster, H2 overall in a non-equilibrium geometry, with properties calculated with ωB97M-V with the def2-TZVPD basis set.

Computed properties:
E_tot = -1.0941 a.u.
Energy above the lowest of the compared OMol25 structures with the same formula, charge and spin = 41.9 kcal/mol
Orbital gap = 13.1 eV

Cartesian coordinates (Å):
H: 0.00000 0.00000 0.60877
H: 0.00000 0.00000 -0.60877

Taken from the Mulliken analysis, the atomic charges in e are:
1 H 0.000
2 H 0.000

=====

Below is a 9-piece molecular cluster, H20NO8 overall in a non-equilibrium geometry, with properties calculated with ωB97M-V with the def2-TZVPD basis set.

Computed properties:
E_tot = -668.3388 a.u.
Energy above the lowest of the compared OMol25 structures with the same formula, charge and spin = 88.4 kcal/mol
Orbital gap = 9.9 eV
Net charge = +1

Cartesian coordinates (Å):
N: 0.11367 -0.51490 0.20527
H: 0.99611 -1.01837 0.01494
H: 0.08504 0.51521 -0.17988
H: 0.17917 -0.54355 1.31925
H: -0.76701 -0.78695 -0.16251
O: 2.87172 -0.08528 -1.48683
H: 3.24175 0.83501 -1.45090
H: 3.71140 -0.57272 -1.43518
O: 0.67052 2.21016 -2.03568
H: 0.68863 2.64582 -2.87894
H: 0.21861 2.86564 -1.61787
O: 2.83091 0.15869 1.86668
H: 3.24867 -0.64803 2.07563
H: 2.84396 0.38874 2.84747
O: -2.42826 -0.20267 -3.27354
H: -2.20336 -1.05129 -3.02499
H: -2.21010 0.06516 -2.42343
O: -2.53551 0.94545 -0.56846
H: -2.24363 1.80953 -0.29909
H: -3.58201 1.07962 -0.37471
O: -1.03229 -2.54665 -2.49729
H: -1.68421 -3.27490 -2.60412
H: -0.47793 -2.74944 -3.21016
O: -0.90837 -1.61474 3.50406
H: -1.86643 -1.43828 3.73770
H: -0.20262 -0.74399 3.70691
O: 0.08688 1.04929 3.16153
H: -0.60611 1.78462 3.35308
H: 0.96079 1.43881 3.73108

Mulliken atomic charge list, values in e, 4 entries:
1 N -0.417
2 H 0.350
3 H 0.279
4 H 0.317

=====

Below is a 10-piece molecular cluster, H20O10 overall, with properties calculated with ωB97M-V with the def2-TZVPD basis set.

Computed properties:
E_tot = -764.3364 a.u.
Energy above the lowest of the compared OMol25 structures with the same formula, charge and spin = 91.3 kcal/mol
Orbital gap = 10.6 eV
Structure (SMILES) = O.O.O.O.O.O.O.O.O.O

Cartesian coordinates (Å):
O: -0.11055 1.19219 0.52386
H: -0.10797 0.30315 0.15157
H: -1.04488 1.42426 0.57035
O: -0.21078 2.91721 5.18772
H: 0.23251 2.48109 5.92412
H: -0.69935 2.20802 4.75488
O: -3.46480 -1.32655 -3.34434
H: -2.72120 -0.92917 -3.81139
H: -3.34573 -1.04414 -2.43053
O: -1.25202 -1.50089 3.37542
H: -1.10921 -2.22055 4.00047
H: -1.01222 -0.70935 3.87034
O: 0.47605 -2.32024 -3.87942
H: -0.37947 -2.75771 -3.95493
H: 0.71225 -2.42575 -2.95095
O: 3.25313 1.98797 -3.07001
H: 3.88796 1.72474 -2.39421
H: 2.39940 1.92469 -2.62715
O: 2.48854 -0.89589 2.64196
H: 2.02302 -0.10797 2.94437
H: 2.72144 -0.69460 1.72860
O: -1.63958 0.56982 -2.72529
H: -1.57972 1.24919 -3.40637
H: -0.74703 0.20962 -2.67428
O: -2.25716 1.13524 2.78806
H: -2.26124 2.07843 2.98648
H: -1.69991 1.06273 2.00499
O: 2.76868 -1.75070 -2.31753
H: 2.26675 -1.15991 -1.74479
H: 2.41308 -2.62495 -2.12200

Mulliken atomic charge list, values in e, 4 entries:
1 O -0.638
2 H 0.307
3 H 0.317
4 O -0.623

=====

Below is a 10-piece molecular cluster, H20O10 overall, with properties calculated with ωB97M-V with the def2-TZVPD basis set.

Computed properties:
E_tot = -764.3731 a.u.
Energy above the lowest of the compared OMol25 structures with the same formula, charge and spin = 68.3 kcal/mol
Orbital gap = 9.8 eV
Structure (SMILES) = O.O.O.O.O.O.O.O.O.O

Cartesian coordinates (Å):
O: -0.36203 0.00145 -0.16630
H: 0.17008 0.04087 0.62839
H: 0.25090 0.19571 -0.87540
O: -1.84087 -1.00157 2.71643
H: -1.62626 -1.90745 2.49380
H: -1.79485 -0.53236 1.88340
O: 1.62005 -2.32915 1.52710
H: 1.95598 -1.63623 0.95856
H: 2.17666 -2.29228 2.30496
O: -1.48403 -2.77849 0.06201
H: -0.98107 -1.97343 0.18506
H: -0.82193 -3.46472 -0.02140
O: 1.89738 1.22375 3.59673
H: 1.94106 0.94300 2.68267
H: 1.91175 0.40902 4.09897
O: -2.37975 2.10274 -1.15309
H: -3.29578 2.33588 -1.30401
H: -2.27722 2.13596 -0.20198
O: 1.36144 0.49537 -3.05446
H: 1.22410 -0.45177 -3.07149
H: 2.31229 0.60061 -3.08664
O: 2.31107 0.61831 1.07294
H: 3.13549 0.20389 0.81837
H: 2.14567 1.26500 0.38689
O: -2.63144 -0.72012 -1.86258
H: -2.09421 -1.05005 -1.14232
H: -2.65238 0.22785 -1.73166
O: -0.08252 2.81657 -2.70279
H: -0.71963 2.32515 -2.18430
H: 0.63008 2.19657 -2.85784

Mulliken atomic charge list, values in e, 4 entries:
1 O -0.383
2 H 0.234
3 H 0.176
4 O -0.627

=====

Below is a 10-piece molecular cluster, H20O10 overall in a non-equilibrium geometry, with properties calculated with ωB97M-V with the def2-TZVPD basis set.

Computed properties:
E_tot = -764.3034 a.u.
Energy above the lowest of the compared OMol25 structures with the same formula, charge and spin = 112.0 kcal/mol
Orbital gap = 10.2 eV
Structure (SMILES) = O.O.O.O.O.O.O.O.O.O

Cartesian coordinates (Å):
O: 0.15757 -0.22329 -0.79099
H: 0.45014 0.33906 -0.08674
H: -0.48132 -0.81334 -0.25852
O: 0.96868 4.45587 -0.97463
H: 0.96082 3.70517 -1.53003
H: 0.01824 4.37820 -0.59033
O: 2.84868 -0.70424 3.91633
H: 2.79062 -1.67911 4.11912
H: 2.62236 -0.44284 3.01754
O: -2.16506 -2.48920 -2.41021
H: -3.16363 -2.36026 -2.39614
H: -2.00571 -2.38725 -3.36672
O: -2.00903 0.35893 -2.10852
H: -1.10491 0.20223 -2.27720
H: -2.07959 0.59308 -1.10893
O: -2.46592 2.92764 1.58558
H: -3.35718 2.45079 1.63961
H: -2.34632 3.02743 2.54580
O: -3.52928 -0.42587 1.93816
H: -3.57192 0.08914 2.78462
H: -2.91070 0.04923 1.37648
O: 5.03529 -1.17477 -0.93170
H: 4.24169 -1.66500 -0.93436
H: 5.45525 -1.43624 -1.75050
O: -1.02800 -3.69689 0.73431
H: -0.81569 -3.13861 1.41755
H: -0.26010 -3.96962 0.23451
O: 2.36111 0.98365 -1.06952
H: 2.70076 1.73657 -0.58099
H: 1.46490 1.22672 -1.36522

Mulliken atomic charge list, values in e, 4 entries:
1 O -0.736
2 H 0.365
3 H 0.277
4 O -0.639

=====

Copy entry 11 word for word.
Below is a 10-piece molecular cluster, H20O10 overall, with properties calculated with ωB97M-V with the def2-TZVPD basis set.

Computed properties:
E_tot = -764.3731 a.u.
Energy above the lowest of the compared OMol25 structures with the same formula, charge and spin = 68.3 kcal/mol
Orbital gap = 9.8 eV
Structure (SMILES) = O.O.O.O.O.O.O.O.O.O

Cartesian coordinates (Å):
O: -0.36203 0.00145 -0.16630
H: 0.17008 0.04087 0.62839
H: 0.25090 0.19571 -0.87540
O: -1.84087 -1.00157 2.71643
H: -1.62626 -1.90745 2.49380
H: -1.79485 -0.53236 1.88340
O: 1.62005 -2.32915 1.52710
H: 1.95598 -1.63623 0.95856
H: 2.17666 -2.29228 2.30496
O: -1.48403 -2.77849 0.06201
H: -0.98107 -1.97343 0.18506
H: -0.82193 -3.46472 -0.02140
O: 1.89738 1.22375 3.59673
H: 1.94106 0.94300 2.68267
H: 1.91175 0.40902 4.09897
O: -2.37975 2.10274 -1.15309
H: -3.29578 2.33588 -1.30401
H: -2.27722 2.13596 -0.20198
O: 1.36144 0.49537 -3.05446
H: 1.22410 -0.45177 -3.07149
H: 2.31229 0.60061 -3.08664
O: 2.31107 0.61831 1.07294
H: 3.13549 0.20389 0.81837
H: 2.14567 1.26500 0.38689
O: -2.63144 -0.72012 -1.86258
H: -2.09421 -1.05005 -1.14232
H: -2.65238 0.22785 -1.73166
O: -0.08252 2.81657 -2.70279
H: -0.71963 2.32515 -2.18430
H: 0.63008 2.19657 -2.85784

Mulliken atomic charge list, values in e, 4 entries:
1 O -0.383
2 H 0.234
3 H 0.176
4 O -0.627